# 1
123
Properties=species:S:1:pos:R:3:forces:R:3:lowdin_charge:R:1 method="wB97M-V/def2-TZVPD" orbital_gap_ha=0.341 homo_energy_ev=-9.2 charge=0 relative_energy_kcal_mol=2.1 smiles=COC[C@H](C)N.COC[C@H](C)N.COC[C@H](C)N.CC(C)O.CC(C)O.CC(C)O.CC(C)O.CO.CO.CO.CO
C -5.2948 -3.0508 8.1351 0.479 -0.224 -0.983 -0.125
O -4.8984 -2.7973 9.4509 -0.105 0.198 0.028 -0.166
C -4.7562 -3.9596 10.2327 -0.672 -0.510 0.140 -0.199
C -6.0734 -4.3764 10.9102 0.124 0.580 0.213 -0.417
C -6.5543 -3.3310 11.9155 1.039 0.326 -0.127 -0.040
N -5.8546 -5.6504 11.6093 -0.408 -0.328 -0.593 0.052
H -4.4813 -3.5127 7.5536 0.059 -0.162 0.214 0.087
H -5.4838 -2.1171 7.6070 -0.245 0.156 0.366 0.088
H -6.1574 -3.7152 8.0263 -0.170 0.117 0.273 0.081
H -4.4665 -4.8303 9.6288 0.376 0.164 -0.155 0.117
H -3.9890 -3.7564 10.9795 0.010 -0.038 0.090 0.123
H -6.8246 -4.4783 10.1154 -0.061 -0.032 0.000 0.119
H -5.7067 -3.0171 12.5379 -0.035 -0.423 0.241 0.081
H -7.3291 -3.7399 12.5592 -0.255 0.246 -0.110 0.071
H -6.7973 -2.3877 11.4241 -0.619 -0.242 -0.108 0.079
H -5.6338 -6.3450 10.8921 0.364 0.069 0.086 0.054
H -6.7839 -5.9721 11.9376 0.388 0.336 0.350 0.039
C -10.9007 -12.2912 12.2870 0.064 -0.281 0.092 -0.094
O -10.1710 -13.3081 11.6175 -0.213 0.318 -0.375 -0.191
C -10.3789 -13.2332 10.2081 0.268 -0.913 0.572 -0.212
C -9.2029 -13.8635 9.4816 1.569 0.481 0.481 -0.444
C -7.8626 -13.1655 9.7701 -0.296 0.895 -0.345 -0.057
N -9.3856 -13.9153 8.0368 -0.915 0.023 -0.145 0.035
H -10.4416 -11.3171 12.0824 -0.080 0.074 0.163 0.072
H -10.8842 -12.5208 13.3519 0.113 0.171 0.010 0.086
H -11.9489 -12.2603 11.9691 0.024 -0.048 -0.059 0.093
H -11.2381 -13.8667 9.9543 -0.358 0.367 -0.033 0.126
H -10.5600 -12.1965 9.9124 0.076 0.067 -0.223 0.118
H -9.0180 -14.8595 9.8938 -0.630 -0.245 -0.271 0.140
H -7.0206 -13.7038 9.3386 -0.077 -0.254 0.144 0.077
H -7.7086 -12.9777 10.8325 -0.017 -0.287 0.041 0.069
H -7.8390 -12.1780 9.2886 -0.118 -0.026 0.003 0.055
H -10.3203 -14.2823 7.8454 0.272 -0.305 -0.049 0.071
H -9.4702 -12.9627 7.6809 0.367 -0.009 0.098 0.071
C -7.8822 -10.7471 13.7032 -0.104 -0.250 0.399 -0.063
O -8.8912 -9.9448 14.2982 -0.184 0.169 -0.326 -0.224
C -9.2507 -8.7766 13.5718 0.268 0.291 0.479 -0.167
C -8.0724 -7.8105 13.4300 -0.183 0.531 -0.535 -0.411
C -7.6015 -7.2697 14.7738 0.222 -0.555 -0.555 -0.038
N -8.4422 -6.6384 12.6098 -1.001 -0.362 0.003 0.055
H -8.1654 -11.7759 13.9148 0.134 -0.090 -0.151 0.067
H -6.9166 -10.5562 14.1783 0.075 0.101 -0.111 0.096
H -7.7950 -10.6118 12.6235 -0.133 0.091 -0.033 0.080
H -9.7309 -9.0164 12.6165 0.311 -0.119 -0.164 0.115
H -10.0188 -8.2765 14.1685 -0.028 -0.042 0.055 0.115
H -7.2494 -8.3120 12.9096 0.020 -0.061 0.117 0.102
H -6.7630 -6.5942 14.6033 -0.071 0.168 0.096 0.076
H -7.2448 -8.0827 15.4089 -0.310 0.131 0.241 0.071
H -8.4460 -6.7312 15.2047 0.140 0.007 0.381 0.068
H -8.8641 -6.9483 11.7287 0.255 -0.042 0.105 0.051
H -9.2671 -6.2124 13.0535 0.531 0.109 -0.112 0.055
C -9.3528 -10.1688 17.8568 0.065 -0.642 0.500 -0.053
C -10.7290 -10.4810 17.2761 0.928 0.176 -0.885 -0.476
C -11.5245 -9.2160 16.9900 -0.716 -0.673 0.293 -0.053
O -10.5867 -11.2501 16.0771 -0.155 0.132 -0.122 -0.080
H -9.4702 -9.9790 18.9274 0.218 0.275 -0.055 0.079
H -8.7913 -9.3638 17.3812 -0.337 0.199 -0.107 0.068
H -8.7344 -11.0651 17.7618 -0.042 -0.016 0.086 0.072
H -11.2419 -11.1505 17.9662 -0.186 0.151 0.043 0.136
H -12.5308 -9.5223 16.6907 -0.016 0.179 -0.013 0.080
H -11.0966 -8.6631 16.1565 0.249 0.149 0.097 0.053
H -11.6104 -8.5995 17.8859 0.087 0.176 -0.107 0.082
H -10.0757 -10.7236 15.4295 -0.094 -0.180 0.282 0.045
C -4.7188 -9.0344 11.5494 0.165 -0.216 -0.163 -0.055
C -3.8387 -8.5494 10.4193 0.060 0.641 -0.844 -0.473
C -3.0292 -9.6715 9.7654 -0.199 0.238 0.989 -0.043
O -4.6245 -7.8634 9.4173 -0.715 -0.276 0.161 -0.082
H -4.0677 -9.5601 12.2504 -0.065 0.141 0.191 0.080
H -5.4517 -9.7725 11.2114 -0.088 0.170 -0.126 0.082
H -5.2044 -8.2074 12.0648 -0.058 -0.038 0.004 0.053
H -3.1966 -7.7377 10.7844 0.373 -0.546 0.391 0.123
H -2.1571 -9.2436 9.2743 0.054 -0.295 -0.177 0.080
H -3.6367 -10.2717 9.0896 -0.069 0.196 -0.161 0.085
H -2.7308 -10.3406 10.5761 0.438 -0.024 -0.223 0.079
H -4.0885 -7.7561 8.6271 0.081 0.005 0.010 0.084
C -5.9057 -4.0104 17.0030 -0.575 0.248 -0.976 -0.057
C -6.5905 -4.3587 18.3204 0.526 -0.466 -0.724 -0.481
C -7.1838 -5.7681 18.3072 0.533 0.115 -0.296 -0.057
O -5.6400 -4.2038 19.3738 -0.482 0.109 0.335 -0.050
H -5.8609 -2.9261 16.8831 0.332 -0.002 0.181 0.076
H -6.5038 -4.3369 16.1403 -0.090 -0.084 0.177 0.067
H -4.9173 -4.4359 16.8355 0.033 -0.103 0.437 0.075
H -7.3951 -3.6284 18.4361 0.059 -0.015 0.487 0.131
H -7.8359 -5.8931 17.4421 -0.331 0.095 0.236 0.057
H -7.6811 -6.0014 19.2470 -0.171 -0.028 -0.073 0.079
H -6.3874 -6.5005 18.1305 0.106 0.044 0.188 0.083
H -5.2745 -5.0745 19.5584 0.081 0.053 -0.030 0.082
C -8.2739 -7.2098 8.4710 0.051 0.022 0.152 -0.040
C -9.2271 -8.1939 9.1843 0.163 0.821 -1.323 -0.462
C -8.4575 -9.3009 9.8573 0.165 -0.302 0.297 -0.049
O -10.0342 -7.4701 10.1077 -0.041 -0.451 0.704 -0.061
H -7.3919 -7.7098 8.0688 -0.045 -0.037 -0.002 0.072
H -7.9344 -6.4373 9.1643 0.049 -0.101 0.105 0.065
H -8.7790 -6.7049 7.6457 -0.056 0.015 0.039 0.076
H -9.8652 -8.5751 8.3788 -0.091 -0.435 0.275 0.135
H -9.0391 -10.1515 10.2194 -0.367 0.253 0.006 0.060
H -7.8834 -8.9185 10.7060 0.053 0.086 -0.089 0.066
H -7.7520 -9.7213 9.1396 0.083 0.110 0.020 0.082
H -10.7524 -7.0050 9.6753 0.074 -0.017 -0.267 0.098
C -8.3599 -14.1416 15.5328 -0.378 0.478 -0.603 -0.164
O -9.2247 -15.2199 15.8732 0.450 0.201 -0.094 -0.110
H -8.8126 -13.5437 14.7330 -0.004 -0.100 -0.061 0.047
H -8.2455 -13.4330 16.3501 -0.003 -0.406 0.336 0.073
H -7.3872 -14.4828 15.1694 0.098 -0.053 0.233 0.080
H -9.2884 -15.7276 15.0577 -0.230 -0.178 0.201 0.073
C -3.9652 -8.2314 15.5371 -0.188 0.195 -0.428 -0.160
O -3.6007 -6.9261 15.9345 0.052 -0.097 0.009 -0.127
H -3.6899 -8.9496 16.3057 0.054 0.116 0.134 0.080
H -5.0440 -8.3033 15.3537 0.024 -0.095 0.093 0.053
H -3.4655 -8.5162 14.6044 0.091 -0.110 0.027 0.060
H -3.7558 -6.3309 15.1805 -0.205 0.072 0.249 0.023
C -11.4357 -5.4342 14.6909 0.198 -0.572 0.615 -0.142
O -11.1676 -5.6146 13.3068 -0.553 0.407 0.142 -0.132
H -11.9231 -6.3143 15.1230 0.002 -0.083 -0.091 0.072
H -10.4682 -5.3395 15.1825 -0.011 0.127 0.013 0.072
H -12.0526 -4.5789 14.9728 0.098 0.233 -0.471 0.082
H -12.0057 -5.5682 12.8361 0.103 -0.060 -0.086 0.087
C -2.8069 -5.7914 13.1338 -0.206 -0.360 0.020 -0.161
O -3.9423 -5.1125 13.6543 0.265 -0.181 -0.168 -0.165
H -2.5277 -5.4011 12.1515 0.207 0.032 0.081 0.074
H -1.9815 -5.7348 13.8428 0.015 0.391 -0.082 0.088
H -3.0064 -6.8680 13.0339 -0.069 0.036 -0.194 0.055
H -4.6365 -5.2098 12.9556 -0.102 -0.181 0.286 0.027



# 2
150
Properties=species:S:1:pos:R:3:forces:R:3:lowdin_charge:R:1 method="wB97M-V/def2-TZVPD" orbital_gap_ha=0.346 homo_energy_ev=-9.8 charge=0
C -4.3218 2.1157 -3.9911 -1.419 -0.237 -0.571 -0.122
O -4.1764 3.1459 -3.0011 -0.073 -0.704 -0.981 -0.122
H -5.3050 2.1104 -4.4615 -0.688 0.209 0.553 0.084
H -3.7686 2.2925 -4.9136 0.979 0.047 0.656 0.073
H -4.2147 1.1137 -3.5759 0.584 0.095 -0.118 0.071
H -4.5845 2.7895 -2.2087 -0.132 0.171 0.145 0.046
C -1.6555 -0.7038 -0.0702 -1.573 -0.893 -2.587 -0.090
O -2.8505 -1.3485 0.4815 1.216 0.086 1.559 -0.162
H -0.9060 -0.1718 0.5157 -0.916 -0.119 0.793 0.082
H -1.1226 -1.4362 -0.6766 0.395 -0.356 0.327 0.067
H -2.1178 -0.1000 -0.8511 0.706 0.999 0.151 0.064
H -3.4469 -1.5362 -0.2469 0.161 0.298 -0.228 0.045
C -1.5020 3.5546 -5.0632 1.494 0.011 -1.193 -0.191
O -1.6515 3.5292 -3.6753 0.146 0.257 -0.642 -0.109
H -0.7494 4.2737 -5.3866 0.092 0.423 0.370 0.075
H -1.0821 2.6244 -5.4462 -0.161 -0.531 -0.005 0.061
H -2.3614 3.7814 -5.6942 -0.496 0.080 0.498 0.080
H -2.5775 3.3023 -3.5627 -0.226 0.203 1.148 0.000
C -3.6515 -2.2995 -3.5721 -0.640 0.384 -1.450 -0.125
O -3.7750 -2.0754 -5.0065 0.410 -0.088 0.493 -0.139
H -4.6791 -2.4423 -3.2378 0.182 -0.244 0.546 0.075
H -3.0184 -3.1670 -3.3857 -0.055 0.120 0.339 0.073
H -3.2627 -1.3762 -3.1425 0.176 -0.189 0.166 0.059
H -3.4348 -2.8517 -5.4572 -0.051 0.049 -0.048 0.062
O 4.2022 3.8164 -0.5161 0.701 -1.427 -1.925 -0.340
S 4.6362 2.7580 -1.4546 0.994 -0.091 0.421 0.722
O 4.4335 2.8750 -2.9102 0.523 -0.010 2.778 -0.318
O 6.3131 2.4395 -1.1498 -2.476 1.060 -0.943 -0.281
C 7.0177 3.3079 -0.2462 0.584 -1.331 2.023 -0.255
C 6.8617 2.7603 1.2257 -0.106 0.567 -0.540 -0.061
C 3.9548 1.1461 -0.8400 0.523 2.315 -0.531 -0.073
H 6.8125 4.3758 -0.3220 -0.547 -0.208 -0.163 0.111
H 8.0737 3.1783 -0.4830 -0.069 -0.041 -0.433 0.111
H 5.8544 2.9316 1.6054 0.005 0.144 0.001 0.062
H 7.5794 3.2244 1.9022 -0.077 0.450 -0.080 0.069
H 7.0744 1.6986 1.3504 -0.044 -0.141 -0.678 0.061
H 2.9922 1.1145 -1.3504 0.159 -0.649 -0.060 0.039
H 3.8020 1.3948 0.2101 0.187 -0.527 0.046 0.065
H 4.7297 0.4132 -1.0644 -0.544 -0.189 0.057 0.074
O 3.9250 -6.4703 -0.4254 -2.599 0.221 0.944 -0.302
S 2.5823 -6.4447 0.1639 0.090 0.184 -1.571 0.725
O 2.3455 -5.7607 1.4226 0.113 -1.069 -1.296 -0.298
O 1.5453 -5.6884 -1.0109 3.850 -1.516 0.894 -0.271
C 0.1661 -5.7959 -0.9132 -1.487 -1.577 0.231 -0.328
C -0.4750 -6.8719 -1.8467 0.581 0.553 -0.226 -0.049
C 1.9108 -8.2051 0.1779 -0.368 1.268 -0.475 -0.086
H -0.1484 -4.7727 -1.1190 -0.772 -0.347 0.493 0.103
H -0.0843 -6.2170 0.0604 -0.261 1.151 0.494 0.087
H 0.2049 -7.7174 -1.9515 0.194 0.150 -0.245 0.057
H -0.7021 -6.4582 -2.8293 0.040 -0.204 -0.074 0.069
H -1.3761 -7.3204 -1.4285 -0.168 0.470 0.138 0.076
H 1.9734 -8.6440 -0.8179 0.672 0.312 -0.023 0.064
H 0.8342 -8.1038 0.3150 0.117 -0.051 0.651 0.046
H 2.4005 -8.8376 0.9183 -0.007 0.455 0.060 0.072
O 2.4413 1.5703 4.6660 -1.239 -3.029 0.717 -0.303
S 1.9138 0.2908 5.1887 0.669 0.770 0.924 0.703
O 1.0605 0.3126 6.3970 1.203 -0.272 -2.608 -0.312
O 1.2046 -0.5248 3.9402 1.179 1.520 0.945 -0.255
C 0.0645 -1.3227 4.1548 -0.958 -1.523 0.826 -0.311
C -1.1864 -0.6069 3.8874 -1.963 1.444 -1.211 -0.080
C 3.3063 -0.8952 5.5471 -0.351 1.556 0.025 -0.088
H -0.0636 -1.6573 5.1842 0.891 -0.254 0.193 0.119
H 0.1415 -2.1873 3.4955 0.338 -0.020 0.042 0.123
H -2.1282 -1.1548 3.8579 0.317 -0.994 0.495 0.073
H -1.2254 -0.2409 2.8614 0.398 0.670 0.034 0.066
H -1.4024 0.1747 4.6158 0.395 0.322 -0.174 0.088
H 3.9303 -0.3827 6.2792 -0.345 0.044 0.344 0.065
H 3.9834 -0.9970 4.6990 -0.629 -0.321 -0.292 0.047
H 2.8769 -1.8013 5.9746 0.084 0.061 -0.339 0.071
O -4.7290 0.2954 -1.2456 -1.430 -0.233 0.398 -0.296
S -6.0708 0.7148 -0.8880 0.289 0.494 -0.148 0.664
O -6.5908 1.8883 -1.5795 0.364 -1.228 1.191 -0.275
O -7.1019 -0.5257 -1.1309 2.253 1.238 0.022 -0.244
C -8.4648 -0.2116 -1.0630 -2.077 -0.872 1.482 -0.297
C -9.1787 -1.4524 -0.5108 -0.998 -0.761 -1.159 -0.067
C -6.1803 0.8737 0.9610 0.406 0.501 -1.834 -0.067
H -8.8908 0.1483 -1.9995 0.330 -0.439 -0.269 0.131
H -8.7928 0.5395 -0.3444 1.096 0.623 0.173 0.109
H -9.2750 -2.2279 -1.2706 -0.263 0.185 -0.415 0.074
H -10.1779 -1.1267 -0.2216 -0.162 -0.187 -0.113 0.079
H -8.8185 -2.0793 0.3049 0.833 1.001 0.431 0.080
H -6.0167 -0.1265 1.3623 -0.532 0.179 0.072 0.073
H -7.1146 1.4177 1.0999 -0.105 -0.590 0.488 0.064
H -5.3649 1.5218 1.2821 0.064 -0.029 -0.245 0.070
O 7.2807 -1.2881 0.8603 -0.887 -1.117 2.106 -0.294
S 7.4933 -2.3332 1.8697 1.256 -1.306 -2.584 0.628
O 8.0758 -2.1139 3.1526 -1.219 1.119 0.748 -0.276
O 6.2859 -3.4544 1.9783 1.359 1.227 0.724 -0.236
C 5.0686 -3.2149 1.3291 -1.611 -0.346 -0.669 -0.317
C 4.2187 -2.2512 2.0506 0.343 0.517 0.894 -0.079
C 8.6500 -3.4446 1.1650 0.028 -0.705 0.625 -0.136
H 4.4102 -4.0767 1.4383 1.030 -0.947 -0.811 0.105
H 5.2033 -2.8881 0.2980 0.173 -0.367 -0.091 0.130
H 3.3156 -2.1518 1.4485 0.018 0.816 0.205 0.100
H 4.8665 -1.3980 2.2521 -0.850 0.842 -0.171 0.075
H 3.9598 -2.6968 3.0111 -0.183 0.105 0.101 0.080
H 9.5137 -2.8407 0.8868 -0.156 -0.315 -0.541 0.078
H 8.1553 -4.1188 0.4657 0.437 0.541 -0.547 0.078
H 8.9298 -4.0669 2.0151 0.157 -0.043 -0.067 0.068
O 1.5698 6.6157 3.2901 -1.385 -2.494 1.751 -0.317
S 1.0213 5.4121 3.9638 -1.192 -0.409 -2.855 0.710
O 1.5241 4.9491 5.2248 0.057 0.549 -0.336 -0.288
O -0.6565 5.4813 4.0948 1.748 0.513 -0.683 -0.286
C -1.1821 6.0434 5.2739 -0.841 -0.852 2.010 -0.307
C -2.7293 5.9926 5.2002 0.719 2.031 -0.442 -0.059
C 0.9448 3.9542 2.7013 0.866 1.077 1.568 -0.060
H -0.8195 7.0393 5.5284 -0.088 0.341 -0.727 0.120
H -0.8445 5.4779 6.1424 0.131 -0.508 -0.092 0.104
H -3.2395 6.1262 6.1541 0.324 -0.860 0.279 0.073
H -3.1489 5.2230 4.5523 0.204 -0.089 0.342 0.072
H -2.9468 6.9773 4.7865 -0.529 -0.134 -0.780 0.066
H 0.1551 4.0176 1.9527 0.322 0.597 0.197 0.029
H 0.8563 3.0226 3.2601 -0.077 0.287 0.316 0.037
H 1.9655 3.9986 2.3213 -0.205 -0.050 -0.488 0.058
O 2.9831 -2.0409 -4.4122 -0.180 0.813 0.155 -0.286
S 2.0401 -1.7462 -3.3715 -1.162 -1.313 2.186 0.664
O 2.5003 -1.6557 -1.9670 -1.001 -0.024 -2.845 -0.318
O 1.1085 -0.4464 -3.6294 0.846 -1.679 1.618 -0.286
C 1.2292 0.4414 -4.7095 0.220 -0.668 -2.348 -0.238
C 0.8305 -0.3199 -6.0377 0.193 1.776 0.659 -0.052
C 0.7006 -3.1027 -3.4733 1.276 0.610 0.213 -0.065
H 2.2318 0.8610 -4.7917 0.004 0.041 0.250 0.122
H 0.5006 1.2056 -4.4390 0.189 0.154 -0.342 0.104
H 1.4367 -1.1909 -6.2868 -0.367 -0.300 0.734 0.065
H 1.0327 0.3120 -6.9025 -0.256 0.443 0.062 0.070
H -0.2494 -0.4313 -5.9403 0.079 -0.742 -0.439 0.074
H 0.7804 -3.6740 -4.3982 0.148 0.626 -0.312 0.063
H -0.2934 -2.6708 -3.3575 0.239 -0.002 0.211 0.048
H 0.9850 -3.8287 -2.7116 -0.173 0.355 0.338 0.027
C -3.0765 5.2162 0.4101 -0.214 1.184 0.781 0.058
N -3.7405 6.2202 -0.5014 1.187 0.209 -0.141 -0.463
O -4.0201 5.8415 -1.5930 -0.736 -0.968 -1.663 0.083
O -3.8607 7.3785 -0.1528 0.067 -0.216 0.999 0.053
H -3.0742 4.1890 0.0453 -0.450 0.398 -0.210 0.091
H -3.6304 5.4208 1.3263 0.324 -0.654 0.281 0.091
H -2.0458 5.5470 0.5377 -0.098 0.068 -0.011 0.093
C -3.2157 -3.8955 2.4287 -1.289 -0.527 -0.486 0.038
N -2.2522 -4.2427 1.3271 0.612 -1.637 -0.958 -0.395
O -2.7429 -4.7616 0.3014 0.331 1.243 1.660 0.026
O -1.0435 -4.1482 1.4894 -1.291 0.545 0.375 0.065
H -3.8407 -3.0848 2.0540 0.641 0.449 0.250 0.083
H -2.8350 -3.8028 3.4458 0.684 0.442 -0.607 0.097
H -3.9429 -4.7067 2.4633 0.315 -0.366 -0.181 0.092
C 1.1643 4.7361 -2.1110 -0.983 0.510 0.088 0.065
N 0.5582 3.5565 -1.3732 -0.145 0.940 1.461 -0.403
O 0.7388 2.4519 -1.7779 0.462 -1.070 -1.083 0.073
O -0.0242 3.7611 -0.3000 0.325 0.655 -1.116 0.012
H 2.0379 5.0737 -1.5534 0.096 -0.433 -0.139 0.089
H 0.4325 5.5436 -2.0868 -0.116 -0.180 0.275 0.095
H 1.3261 4.5229 -3.1676 0.302 -0.552 0.417 0.098